Run 1
ORCA calculation (ωB97M-V/def2-TZVPD) on 4 unconnected molecules or ions with the total composition H8O4.

```
12
Properties=species:S:1:pos:R:3:nbo_charge:R:1
O 1.76 -0.42 0.70 -0.970
H 1.39 0.31 1.23 0.512
H 2.50 0.01 0.24 0.473
O 0.09 -1.46 -1.21 -0.989
H 0.68 -1.01 -0.57 0.508
H -0.19 -2.29 -0.80 0.474
O -0.19 1.31 1.35 -0.995
H -0.79 1.26 2.10 0.475
H -0.74 1.09 0.56 0.509
O -1.68 0.59 -0.91 -0.983
H -1.45 0.93 -1.78 0.481
H -1.37 -0.34 -0.91 0.504
```

The calculation puts the HOMO energy at -0.4176 Eh. Its HOMO-LUMO gap is 12.193 eV. As for the SMILES: O.O.O.O.

Run 2
ORCA calculation (ωB97M-V/def2-TZVPD) on 4 unconnected molecules or ions with the total composition H8O4.

```
12
Properties=species:S:1:pos:R:3:nbo_charge:R:1
O -0.67 1.58 0.77 -0.945
H 0.02 0.99 1.02 0.475
H -0.55 1.73 -0.18 0.466
O 0.19 -1.34 -0.89 -0.948
H 0.52 -2.23 -0.70 0.470
H 0.62 -0.92 -0.13 0.477
O 1.83 0.10 1.17 -0.967
H 2.14 0.58 1.95 0.488
H 2.73 -0.21 0.90 0.487
O -2.55 -0.33 -1.49 -0.931
H -2.54 0.60 -1.30 0.453
H -1.75 -0.55 -1.12 0.475
```

The calculation puts the HOMO energy at -0.3956 Eh. Its HOMO-LUMO gap is 10.761 eV. As for the SMILES: O.O.O.O.

Which one is most stable, and which one is least stable? run 1 is the most stable of them, while run 2 is the least stable.

Run 1
ORCA calculation (ωB97M-V/def2-TZVPD) on a molecular structure, H8O4.

```
12
Properties=species:S:1:pos:R:3:nbo_charge:R:1
O 0.94 0.03 1.67 -0.875
H 1.34 0.32 2.49 0.519
H 1.59 0.21 1.00 0.508
O 0.45 -1.10 -1.38 -0.985
H 0.39 -0.19 -1.67 0.465
H 0.17 -1.08 -0.46 0.458
O -0.61 -0.03 0.30 -0.836
H 0.14 0.05 0.89 0.453
H -1.34 -0.25 0.88 0.486
O -1.04 1.06 -1.16 -1.035
H -1.18 0.63 -2.01 0.427
H -0.86 0.34 -0.56 0.416
```

The calculation puts the HOMO energy at -0.3478 Eh. Its HOMO-LUMO gap is 9.328 eV.

Run 2
ORCA calculation (ωB97M-V/def2-TZVPD) on 4 unconnected molecules or ions with the total composition H8O4.

```
12
Properties=species:S:1:pos:R:3:nbo_charge:R:1
O 16.90 25.31 6.21 -0.949
H 16.43 24.60 6.18 0.458
H 16.41 26.09 6.16 0.480
O 15.49 27.63 5.70 -0.933
H 15.30 26.87 5.04 0.475
H 14.83 27.51 6.43 0.481
O 16.29 22.89 7.51 -0.936
H 15.51 22.38 7.53 0.473
H 16.68 22.61 6.69 0.469
O 18.43 25.03 8.55 -0.964
H 17.73 24.31 8.51 0.466
H 18.14 25.34 7.67 0.482
```

The calculation puts the HOMO energy at -0.3768 Eh. Its HOMO-LUMO gap is 10.386 eV. As for the SMILES: O.O.O.O.

Which one is most stable, and which one is least stable? run 2 is the most stable of them, while run 1 is the least stable.

Run 1
ORCA calculation (ωB97M-V/def2-TZVPD) on 4 unconnected molecules or ions with the total composition H8O4.

```
12
Properties=species:S:1:pos:R:3:nbo_charge:R:1
O 14.93 17.62 -9.30 -0.980
H 13.99 17.82 -9.11 0.508
H 15.10 18.04 -10.15 0.471
O 17.50 20.05 -10.33 -0.938
H 17.27 19.38 -10.97 0.462
H 18.17 19.64 -9.76 0.476
O 16.95 16.51 -7.63 -0.972
H 16.29 16.84 -8.28 0.498
H 16.46 16.43 -6.80 0.460
O 12.36 18.66 -8.91 -0.956
H 11.60 18.47 -8.34 0.486
H 12.13 19.48 -9.36 0.486
```

The calculation puts the HOMO energy at -0.3865 Eh. Its HOMO-LUMO gap is 10.821 eV. As for the SMILES: O.O.O.O.

Run 2
ORCA calculation (ωB97M-V/def2-TZVPD) on 4 unconnected molecules or ions with the total composition H8O4.

```
12
Properties=species:S:1:pos:R:3:nbo_charge:R:1
O -0.87 -1.44 -0.72 -0.936
H -1.41 -0.65 -0.79 0.470
H -0.05 -1.13 -0.35 0.466
O 1.56 1.31 0.99 -0.945
H 1.35 1.59 0.10 0.471
H 1.51 2.11 1.51 0.474
O -4.07 0.76 -2.19 -0.936
H -4.11 1.68 -2.47 0.468
H -4.49 0.76 -1.33 0.468
O 3.90 -1.58 1.83 -0.940
H 3.52 -2.42 1.58 0.465
H 3.16 -0.98 1.84 0.474
```

The calculation puts the HOMO energy at -0.4165 Eh. Its HOMO-LUMO gap is 11.635 eV. As for the SMILES: O.O.O.O.

Which one is most stable, and which one is least stable? run 1 is the most stable of them, while run 2 is the least stable.

Run 1
ORCA calculation (ωB97M-V/def2-TZVPD) on 4 unconnected molecules or ions with the total composition H8O4.

```
12
Properties=species:S:1:pos:R:3:nbo_charge:R:1
O -0.55 -1.69 -0.22 -0.926
H 0.07 -1.41 -0.81 0.469
H -0.05 -1.65 0.60 0.472
O -2.71 -1.03 -0.02 -0.961
H -2.23 -1.93 -0.13 0.491
H -3.09 -1.02 0.82 0.454
O 4.60 -0.05 -0.11 -0.947
H 4.84 -0.12 0.82 0.473
H 3.61 0.19 -0.17 0.474
O -1.20 2.67 -0.04 -0.932
H -1.67 2.43 -0.85 0.469
H -1.63 3.60 0.11 0.463
```

The calculation puts the HOMO energy at -0.3716 Eh. Its HOMO-LUMO gap is 10.425 eV. As for the SMILES: O.O.O.O.

Run 2
ORCA calculation (ωB97M-V/def2-TZVPD) on 4 unconnected molecules or ions with the total composition H8O4.

```
12
Properties=species:S:1:pos:R:3:nbo_charge:R:1
O -2.09 2.46 2.17 -0.934
H -1.86 3.13 2.82 0.465
H -1.36 2.47 1.55 0.469
O 2.48 -4.92 0.94 -0.937
H 2.17 -5.39 1.71 0.466
H 2.17 -4.02 1.06 0.471
O -0.48 -1.10 -0.61 -0.939
H -0.09 -0.25 -0.80 0.472
H -0.75 -1.43 -1.47 0.467
O -0.07 2.77 -2.15 -0.942
H 0.56 3.48 -2.34 0.471
H -0.68 2.79 -2.88 0.471
```

The calculation puts the HOMO energy at -0.4191 Eh. Its HOMO-LUMO gap is 11.913 eV. As for the SMILES: O.O.O.O.

Which one is most stable, and which one is least stable? run 2 is the most stable of them, while run 1 is the least stable.